# 1
The following is a quantum chemistry calculation of 8 unconnected molecules or ions with the total composition C51H117NO4P, from the OMol25 dataset.

XYZ file:
```
174
C51H117NO4P (ωB97M-V with the def2-TZVPD basis set)
C -0.050 -6.711 -0.076
N -0.696 -6.676 1.229
C -0.856 -5.292 1.708
C 0.031 -7.420 2.257
O -0.614 -7.844 3.182
C 1.527 -7.518 2.118
P 2.495 -7.682 3.757
O 3.735 -6.545 3.016
C 4.825 -6.465 3.876
C 4.190 -6.464 5.254
C 5.131 -6.244 6.438
C 4.782 -5.003 7.208
C 3.326 -4.969 7.870
O 4.789 -4.959 8.548
O 3.433 -7.621 5.301
H 0.797 -6.017 -0.148
H -0.782 -6.509 -0.859
H 0.348 -7.708 -0.258
H -0.220 -4.601 1.146
H -1.892 -4.961 1.614
H -0.587 -5.223 2.761
H 1.799 -8.289 1.393
H 1.869 -6.565 1.704
H 1.725 -6.576 4.281
H 1.626 -8.658 4.326
H 3.335 -8.746 3.244
H 5.484 -7.343 3.765
H 5.440 -5.564 3.730
H 3.527 -5.577 5.199
H 6.145 -6.079 6.054
H 5.093 -7.061 7.156
H 5.083 -4.054 6.758
H 2.840 -4.704 8.804
H 3.151 -3.942 7.439
C -1.803 -2.171 7.080
C -1.358 -0.828 7.650
C 0.103 -0.495 7.349
C 1.117 -1.477 7.938
C 1.045 -1.649 9.454
C 1.331 -0.365 10.228
H -1.234 -3.001 7.501
H -2.857 -2.357 7.294
H -1.674 -2.197 5.996
H -1.532 -0.811 8.730
H -1.986 -0.037 7.229
H 0.319 0.516 7.707
H 0.242 -0.465 6.264
H 2.123 -1.139 7.669
H 0.995 -2.455 7.466
H 1.774 -2.408 9.748
H 0.066 -2.040 9.743
H 2.323 0.021 9.984
H 1.296 -0.540 11.304
H 0.602 0.414 10.000
C 3.141 -6.617 -6.350
C 2.596 -7.861 -5.656
C 1.641 -7.529 -4.510
C 2.261 -6.720 -3.370
C 3.474 -7.364 -2.701
C 3.164 -8.698 -2.031
H 3.717 -6.000 -5.660
H 3.797 -6.880 -7.181
H 2.325 -6.007 -6.747
H 3.427 -8.472 -5.294
H 2.062 -8.476 -6.386
H 1.221 -8.458 -4.114
H 0.792 -6.965 -4.912
H 1.492 -6.549 -2.610
H 2.543 -5.729 -3.738
H 3.856 -6.673 -1.945
H 4.280 -7.495 -3.429
H 2.393 -8.578 -1.268
H 4.049 -9.104 -1.541
H 2.816 -9.442 -2.751
C 4.301 -0.773 -10.456
C 3.762 -2.046 -9.810
C 2.806 -1.781 -8.648
C 3.422 -1.031 -7.466
C 4.637 -1.703 -6.831
C 4.313 -3.069 -6.236
H 4.877 -0.174 -9.749
H 4.958 -1.008 -11.295
H 3.485 -0.155 -10.835
H 4.597 -2.667 -9.474
H 3.233 -2.631 -10.566
H 2.397 -2.735 -8.302
H 1.950 -1.206 -9.016
H 2.652 -0.913 -6.697
H 3.694 -0.019 -7.780
H 5.015 -1.052 -6.038
H 5.448 -1.795 -7.559
H 3.531 -2.986 -5.478
H 5.193 -3.505 -5.761
H 3.973 -3.774 -6.996
C -3.071 0.063 -2.978
C -1.723 0.687 -2.631
C -0.954 1.197 -3.848
C -0.575 0.125 -4.871
C 0.259 -1.024 -4.306
C 1.609 -0.579 -3.753
H -2.958 -0.811 -3.622
H -3.595 -0.262 -2.079
H -3.710 0.783 -3.496
H -1.117 -0.037 -2.079
H -1.886 1.528 -1.950
H -0.051 1.709 -3.503
H -1.556 1.960 -4.352
H -0.019 0.601 -5.685
H -1.481 -0.284 -5.327
H 0.426 -1.754 -5.103
H -0.300 -1.550 -3.528
H 2.201 -0.088 -4.530
H 2.177 -1.435 -3.388
H 1.501 0.119 -2.922
C -0.597 7.465 -1.021
C 0.186 6.290 -1.599
C -0.555 4.962 -1.460
C -0.813 4.510 -0.021
C 0.442 4.347 0.835
C 1.403 3.288 0.305
H -0.773 7.346 0.049
H -0.056 8.403 -1.159
H -1.568 7.564 -1.513
H 1.171 6.227 -1.128
H 0.369 6.478 -2.661
H 0.002 4.179 -1.982
H -1.517 5.042 -1.978
H -1.343 3.553 -0.054
H -1.492 5.211 0.475
H 0.134 4.072 1.848
H 0.963 5.305 0.927
H 0.912 2.314 0.244
H 2.270 3.183 0.958
H 1.774 3.540 -0.690
C -4.845 13.227 0.038
C -4.074 12.047 -0.545
C -4.812 10.715 -0.417
C -5.088 10.268 1.020
C -3.846 10.134 1.900
C -2.858 9.091 1.390
H -5.022 13.106 1.108
H -4.295 14.159 -0.098
H -5.815 13.338 -0.453
H -3.093 11.980 -0.068
H -3.884 12.236 -1.604
H -4.239 9.941 -0.936
H -5.767 10.786 -0.948
H -5.603 9.302 0.987
H -5.787 10.964 1.493
H -4.167 9.859 2.908
H -3.343 11.101 1.995
H -3.331 8.109 1.323
H -2.002 9.005 2.061
H -2.473 9.346 0.402
C -7.859 4.073 0.188
C -7.416 5.218 1.094
C -6.211 5.988 0.557
C -4.935 5.158 0.403
C -4.449 4.484 1.684
C -4.084 5.470 2.790
H -7.076 3.323 0.073
H -8.736 3.568 0.596
H -8.120 4.443 -0.806
H -7.199 4.831 2.093
H -8.248 5.918 1.215
H -6.015 6.841 1.213
H -6.469 6.414 -0.419
H -4.141 5.813 0.027
H -5.083 4.396 -0.367
H -3.565 3.887 1.443
H -5.196 3.780 2.060
H -3.303 6.156 2.456
H -3.711 4.947 3.671
H -4.944 6.066 3.103
```

Results
**Net charge**: -1
**Multiplicity**: 1
**DFT total energy**: -2710.28394 hartree

Atom charges from the Löwdin analysis, given in e for atoms 1 to 4: -0.14 -0.17 -0.08 -0.51

# 2
The following is a quantum chemistry calculation of 2 unconnected molecules or ions with the total composition C9H9NO2, from the OMol25 dataset.

XYZ file:
```
21
C9H9NO2 (ωB97M-V with the def2-TZVPD basis set)
O -1.950 1.534 0.647
N -1.821 0.870 -0.395
O -2.975 0.813 -1.239
C -0.781 0.251 -0.883
C 0.484 0.346 -0.254
C 1.495 -0.627 -0.333
C 2.700 -0.512 0.301
C 2.865 0.520 1.269
C 2.013 1.574 1.229
C 0.785 1.479 0.552
H -3.654 1.240 -0.658
H -1.129 -0.556 -1.535
H 1.195 -1.587 -0.911
H 3.451 -1.165 0.116
H 3.813 0.714 1.829
H 2.067 2.224 2.143
H 0.030 2.244 0.611
C -2.588 -2.499 -1.007
C -1.781 -2.031 -0.222
H -3.193 -2.868 -1.783
H -1.024 -1.963 0.525
```

Results
**Multiplicity**: 1
**DFT total energy**: -553.34095 hartree
**Relative energy (zero: lowest compared OMol25 entry of this formula, charge and spin)**: 722.02 kJ/mol
**Structure (SMILES)**: [O-]/[N+](O)=C\c1ccccc1.C#C

Atom charges from the Löwdin analysis, given in e for atoms 1 to 4: -0.02 -0.31 0.04 -0.08

# 3
The following is a quantum chemistry calculation of 7 unconnected molecules or ions with the total composition C20H38BFN8O2P, from the OMol25 dataset.

XYZ file:
```
71
C20H38BFN8O2P (ωB97M-V with the def2-TZVPD basis set)
C 4.410 2.265 0.796
C 4.842 1.689 -0.634
F 5.586 2.686 -1.303
C 3.547 1.236 -1.427
N 2.962 -0.043 -0.891
C 3.741 -1.284 -1.249
B 3.377 -2.546 -0.258
O 4.384 -3.201 0.522
O 2.041 -3.078 -0.122
P 1.205 -0.108 -1.321
C 0.390 1.032 -0.026
C 0.873 0.548 -3.047
H 3.593 3.039 0.682
H 4.005 1.422 1.450
H 5.305 2.668 1.360
H 5.565 0.846 -0.416
H 2.767 2.045 -1.247
H 3.679 1.168 -2.543
H 2.994 0.036 0.143
H 4.840 -1.060 -1.102
H 3.613 -1.588 -2.332
H 4.813 -3.874 -0.045
H 1.621 -2.524 0.567
H 0.844 2.064 -0.069
H -0.729 1.021 -0.103
H 0.664 0.577 0.972
H 0.729 -0.284 -3.802
H 1.627 1.285 -3.443
H -0.123 1.101 -3.028
C 6.664 -6.624 -2.157
C 6.235 -5.213 -2.377
N 5.901 -4.114 -2.548
H 6.832 -6.797 -1.094
H 5.890 -7.305 -2.512
H 7.588 -6.818 -2.701
C -3.011 2.542 2.341
C -1.578 2.883 2.115
N -0.460 3.150 1.940
H -3.416 2.039 1.462
H -3.103 1.881 3.203
H -3.584 3.452 2.526
C -1.069 2.036 -6.438
C -1.990 1.131 -5.692
N -2.706 0.425 -5.109
H -0.103 2.078 -5.934
H -0.926 1.664 -7.452
H -1.493 3.040 -6.482
C -2.844 -1.273 4.798
C -3.960 -0.444 4.253
N -4.869 0.252 3.809
H -2.395 -0.773 5.659
H -3.217 -2.253 5.110
H -2.079 -1.413 4.032
C -0.060 -2.715 -6.213
C 1.190 -1.916 -6.065
N 2.176 -1.293 -5.959
H -0.763 -2.188 -6.858
H 0.171 -3.685 -6.654
H -0.519 -2.868 -5.236
C -7.199 3.491 4.008
C -6.315 2.308 3.796
N -5.607 1.344 3.649
H -6.996 3.925 4.986
H -7.007 4.240 3.238
H -8.250 3.194 3.962
C -6.542 0.441 7.474
C -7.053 1.831 7.309
N -7.452 2.914 7.179
H -6.348 0.241 8.528
H -7.281 -0.271 7.105
H -5.616 0.318 6.911
```

Results
**Net charge**: +1
**Multiplicity**: 1
**DFT total energy**: -1838.91803 hartree

Atom charges from the Löwdin analysis, given in e for atoms 1 to 4: -0.03 -0.31 -0.02 -0.14

# 4
The following is a quantum chemistry calculation of 2 unconnected molecules or ions with the total composition C9H13NO2, from the OMol25 dataset.

XYZ file:
```
25
C9H13NO2 (ωB97M-V with the def2-TZVPD basis set)
O -1.047 1.453 1.147
C -0.567 0.727 0.292
C -0.741 0.042 -1.056
C 0.556 0.061 -0.276
C 1.372 -1.195 0.094
C 2.521 -1.235 -0.982
C 2.794 0.204 -1.248
C 1.591 1.056 -0.817
H -1.197 -0.972 -1.085
H -0.787 0.556 -1.960
H 0.906 -2.251 0.174
H 1.844 -1.277 1.069
H 2.129 -1.696 -1.888
H 3.428 -1.779 -0.559
H 3.690 0.560 -0.751
H 2.900 0.308 -2.380
H 1.978 1.766 -0.006
H 1.302 1.537 -1.690
C -4.576 1.740 -0.307
N -4.320 0.354 -0.467
C -3.834 -0.639 -0.072
O -3.354 -1.638 0.266
H -3.809 2.247 0.420
H -5.551 2.048 -0.119
H -4.358 2.122 -1.344
```

Results
**Multiplicity**: 1
**DFT total energy**: -555.86577 hartree
**Relative energy (zero: lowest compared OMol25 entry of this formula, charge and spin)**: 362.21 kJ/mol
**Structure (SMILES)**: O=C1CC12CCCC2.CN=C=O

Atom charges from the Löwdin analysis, given in e for atoms 1 to 4: 0.10 -0.29 0.02 -0.36

# 5
The following is a quantum chemistry calculation of a molecular structure, C12H28N3O15PSV, from the OMol25 dataset.

XYZ file:
```
61
C12H28N3O15PSV (ωB97M-V with the def2-TZVPD basis set)
O 10.183 12.695 -21.526
V 10.103 13.235 -20.109
O 8.903 9.457 -17.949
C 8.817 10.259 -18.941
O 9.586 11.180 -19.237
O 7.846 9.917 -19.708
H 8.158 8.949 -18.277
O 5.814 14.749 -20.031
C 6.816 13.892 -20.493
O 8.016 14.070 -20.190
O 6.465 12.753 -20.827
H 5.128 14.411 -20.612
O 10.112 9.677 -22.700
C 8.871 9.926 -23.115
O 8.245 10.776 -22.500
O 8.404 9.377 -24.113
H 9.810 10.217 -21.966
O 11.498 17.173 -21.205
C 11.177 15.951 -21.430
O 11.237 15.121 -20.480
O 10.389 15.911 -22.390
H 10.883 17.452 -21.887
O 12.267 12.490 -19.945
P 13.714 12.089 -19.849
N 14.030 11.317 -18.359
C 14.517 11.899 -17.090
C 13.166 10.190 -18.154
N 14.903 13.276 -20.025
C 16.249 13.090 -19.471
C 14.653 14.434 -20.868
N 14.121 10.870 -21.139
C 13.248 10.684 -22.309
C 15.247 9.870 -20.876
H 15.546 11.537 -17.084
H 13.855 11.652 -16.261
H 14.631 12.981 -17.162
H 13.680 9.460 -17.528
H 12.839 9.734 -19.088
H 12.276 10.280 -17.531
H 16.504 12.080 -19.152
H 17.064 13.223 -20.182
H 16.529 13.810 -18.702
H 13.742 14.885 -20.475
H 15.547 15.046 -20.746
H 14.595 14.021 -21.876
H 12.626 11.566 -22.459
H 13.717 10.749 -23.291
H 12.556 9.848 -22.204
H 15.445 9.642 -19.829
H 16.180 10.080 -21.398
H 14.839 9.022 -21.427
C 9.948 15.510 -15.852
S 10.869 14.268 -16.873
O 10.131 13.881 -18.148
C 12.234 15.469 -17.358
H 9.986 16.415 -16.458
H 10.210 15.588 -14.797
H 8.909 15.194 -15.760
H 11.983 16.265 -18.059
H 13.063 14.932 -17.822
H 12.564 16.087 -16.524
```

Results
**Net charge**: -2
**Multiplicity**: 2
**DFT total energy**: -3450.48727 hartree
**Relative energy (zero: lowest compared OMol25 entry of this formula, charge and spin)**: 750.15 kJ/mol

Atom charges from the Löwdin analysis, given in e for atoms 1 to 4: -0.19 1.01 0.10 -0.84

# 6
The following is a quantum chemistry calculation of 4 unconnected molecules or ions with the total composition H8O4, from the OMol25 dataset.

XYZ file:
```
12
H8O4 (ωB97M-V with the def2-TZVPD basis set)
O 15.105 -1.249 -20.301
H 14.568 -0.683 -19.733
H 15.955 -1.408 -19.798
O 15.861 0.443 -17.389
H 16.751 0.320 -17.813
H 15.346 1.077 -17.912
O 17.574 -1.208 -19.115
H 18.289 -0.677 -19.561
H 18.056 -1.846 -18.616
O 18.915 -2.791 -16.989
H 19.695 -3.082 -16.566
H 18.542 -3.648 -17.150
```

Results
**Multiplicity**: 1
**DFT total energy**: -305.74467 hartree
**Relative energy (zero: lowest compared OMol25 entry of this formula, charge and spin)**: 90.66 kJ/mol
**Structure (SMILES)**: O.O.O.O

Atom charges from the Löwdin analysis, given in e for atoms 1 to 4: -0.10 0.01 0.00 -0.09